Version A
The following is a quantum chemistry calculation of a cluster of 2 separate species, CH2Cl3P in total, from the Open Molecules 2025 dataset.

The geometry in XYZ format:
```
7
Properties=species:S:1:pos:R:3:mulliken_charge:R:1
C -1.86 1.50 -1.01 0.088
P -0.72 -0.48 0.30 0.087
Cl -1.20 1.51 -2.60 -0.097
Cl -3.57 1.17 -0.98 -0.102
Cl -1.44 2.92 -0.08 -0.110
H 0.23 0.40 0.82 0.067
H 0.07 -0.70 -0.84 0.066
```

As for the gap between HOMO and LUMO: 7.7 eV. As for the net charge: 0. The HOMO energy is -9.0 eV. As for the spin multiplicity: 1.

***

Version B
The following is a quantum chemistry calculation of a cluster of 2 separate species, CH2Cl3P in total, from the Open Molecules 2025 dataset.

The geometry in XYZ format:
```
7
Properties=species:S:1:pos:R:3:mulliken_charge:R:1
C -3.01 -0.41 0.58 0.001
P 1.76 -0.21 0.01 0.092
Cl 1.23 1.61 0.84 -0.194
Cl -2.81 -0.61 -1.11 -0.052
Cl -1.58 -0.16 1.39 0.051
H 1.39 -0.14 -1.30 0.053
H 3.03 -0.07 -0.40 0.049
```

As for the gap between HOMO and LUMO: 8.5 eV. As for the net charge: 0. The HOMO energy is -9.4 eV. As for the spin multiplicity: 1.

***

version A ends up most stable, edging out the next structure by 13.2 kcal/mol.

***

Version A
The following is a quantum chemistry calculation of the molecule C5H4N2OS, from the Open Molecules 2025 dataset.

The geometry in XYZ format:
```
13
Properties=species:S:1:pos:R:3:mulliken_charge:R:1
C 0.19 1.97 1.89 -0.893
C -0.03 1.03 1.04 0.597
C 1.42 -1.27 0.23 0.222
C -0.27 -1.47 -1.41 -0.180
C 0.44 -2.51 -1.83 -0.510
N -0.42 0.21 0.22 -0.992
N 0.30 -0.84 -0.29 0.643
O 2.21 -3.83 -0.22 -0.544
S 2.02 -2.55 -0.90 0.344
H -0.01 1.84 2.93 0.247
H 0.59 2.92 1.58 0.244
H -1.18 -1.05 -1.79 0.407
H 0.26 -3.15 -2.66 0.415
```

As for the gap between HOMO and LUMO (spin up / spin down): 7.8 / 6.7 eV. As for the net charge: 0. As for the expectation value of S²: 2.0158. The HOMO energy (spin up / spin down) is -7.1 / -9.2 eV. As for the spin multiplicity: 3.

***

Version B
The following is a quantum chemistry calculation of the molecule C5H4N2OS, from the Open Molecules 2025 dataset.

The geometry in XYZ format:
```
13
Properties=species:S:1:pos:R:3:mulliken_charge:R:1
C 0.79 -1.68 0.17 -0.627
C -0.25 -0.67 -0.02 0.454
C 1.94 0.16 0.07 0.422
C -1.88 0.78 -0.53 -0.391
C 0.45 0.51 0.63 -0.001
N 1.98 -1.22 0.19 -0.417
N -1.39 -0.48 -0.53 -0.591
O 2.76 0.95 -0.32 -0.426
S -0.56 1.95 0.05 -0.102
H 0.63 -2.69 0.14 0.537
H -2.05 0.95 -1.52 0.341
H -2.72 0.96 0.02 0.372
H 0.29 0.48 1.66 0.429
```

As for the gap between HOMO and LUMO (spin up / spin down): 7.4 / 5.6 eV. As for the net charge: 0. As for the expectation value of S²: 2.0203. The HOMO energy (spin up / spin down) is -6.9 / -9.6 eV. As for the spin multiplicity: 3.

***

version B ends up most stable, edging out the next structure by 70.5 kcal/mol.

***

Version A
The following is a quantum chemistry calculation of the molecule C11H13N, from the Open Molecules 2025 dataset.

The geometry in XYZ format:
```
25
Properties=species:S:1:pos:R:3:mulliken_charge:R:1
C -0.55 -0.81 1.48 -0.997
C -0.34 -1.24 0.26 1.172
C -0.30 -2.64 -0.04 -0.990
C -0.17 -3.16 -1.36 -0.287
C 0.37 -2.26 -2.28 -0.737
C 0.44 -0.89 -2.01 0.102
N 0.08 -0.38 -0.79 0.202
C 0.43 1.00 -0.64 -0.524
C 0.78 1.62 0.65 0.378
C 1.88 1.57 1.64 -1.368
C -0.44 1.88 0.32 0.407
C -1.72 2.58 0.40 -1.310
H -0.67 0.26 1.79 0.241
H -0.92 -1.63 2.15 0.163
H -0.70 -3.24 0.77 0.255
H -0.41 -4.28 -1.44 0.309
H 0.52 -2.64 -3.30 0.298
H 0.82 -0.22 -2.74 0.290
H 0.81 1.47 -1.51 0.478
H 2.19 0.55 1.58 0.364
H 1.38 1.76 2.61 0.287
H 2.69 2.21 1.36 0.385
H -2.51 1.89 0.68 0.291
H -1.94 3.09 -0.62 0.284
H -1.72 3.49 1.04 0.309
```

As for the gap between HOMO and LUMO (spin up / spin down): 7.3 / 7.4 eV. As for the net charge: 0. The HOMO energy (spin up / spin down) is -6.5 / -6.5 eV. As for the spin multiplicity: 1.

***

Version B
The following is a quantum chemistry calculation of the molecule C11H13N, from the Open Molecules 2025 dataset.

The geometry in XYZ format:
```
25
Properties=species:S:1:pos:R:3:mulliken_charge:R:1
C -0.99 0.97 -4.33 -0.812
C -0.96 0.03 -3.41 0.186
C -0.77 -1.04 -2.71 -0.514
C -0.63 -1.10 -1.23 -0.191
N 0.67 -1.72 -0.83 -0.364
C 0.78 -1.69 0.61 -1.363
C 0.50 -0.37 1.34 0.458
C -0.72 -0.10 1.98 -0.026
C -0.95 1.09 2.62 -0.613
C 0.11 1.97 2.75 -0.258
C 1.39 1.74 2.22 -0.604
C 1.56 0.56 1.50 -0.268
H -0.19 1.54 -4.69 0.265
H -1.90 1.37 -4.77 0.222
H -0.60 -1.94 -3.19 0.412
H -0.79 -0.12 -0.80 0.336
H -1.43 -1.81 -0.85 0.179
H 1.38 -1.14 -1.20 0.319
H 0.02 -2.39 0.97 0.383
H 1.77 -2.00 0.86 0.537
H -1.46 -0.89 1.91 0.321
H -1.97 1.26 3.05 0.309
H -0.11 2.95 3.16 0.326
H 2.22 2.44 2.37 0.351
H 2.47 0.43 0.98 0.409
```

As for the gap between HOMO and LUMO: 10.0 eV. As for the net charge: 0. The HOMO energy is -9.1 eV. As for the spin multiplicity: 1.

***

version B ends up most stable, edging out the next structure by 47.7 kcal/mol.

***

Version A
The following is a quantum chemistry calculation of a cluster of 2 separate species, H5NOSSi in total, from the Open Molecules 2025 dataset.

The geometry in XYZ format:
```
9
Properties=species:S:1:pos:R:3:mulliken_charge:R:1
N 0.78 0.06 0.85 -0.511
O -0.84 -2.00 0.03 -0.484
Si -0.60 -0.35 -0.10 0.403
S -2.50 0.53 0.06 -0.293
H 0.55 0.29 1.83 0.246
H 1.41 0.72 0.51 0.254
H -0.14 -2.39 0.55 0.336
H -0.38 0.47 -1.94 -0.091
H -3.31 -0.52 0.06 0.141
```

As for the gap between HOMO and LUMO: 9.6 eV. As for the net charge: 0. The HOMO energy is -9.0 eV. As for the spin multiplicity: 1.

***

Version B
The following is a quantum chemistry calculation of a cluster of 2 separate species, H5NOSSi in total, from the Open Molecules 2025 dataset.

The geometry in XYZ format:
```
9
Properties=species:S:1:pos:R:3:mulliken_charge:R:1
N 1.25 0.50 0.81 -0.393
O -0.26 -1.42 0.04 -0.425
Si -0.02 0.19 -0.29 0.303
S -2.03 1.11 -0.09 -0.315
H 2.07 0.10 0.43 0.216
H 1.42 1.35 1.22 0.241
H -0.74 -2.06 -0.47 0.305
H 0.81 0.24 -2.20 -0.091
H -2.51 -0.01 0.53 0.158
```

As for the gap between HOMO and LUMO: 9.8 eV. As for the net charge: 0. The HOMO energy is -9.4 eV. As for the spin multiplicity: 1.

***

version A ends up most stable, edging out the next structure by 4.5 kcal/mol.

***

Version A
The following is a quantum chemistry calculation of the molecule C4H5ClO, from the Open Molecules 2025 dataset.

The geometry in XYZ format:
```
11
Properties=species:S:1:pos:R:3:mulliken_charge:R:1
C -0.48 -1.39 0.11 -0.921
C -0.89 0.10 -0.11 0.740
O -2.07 0.24 -0.41 -0.539
C 0.01 1.29 0.17 -0.448
C 1.37 1.21 -0.09 -0.330
Cl 2.17 -0.37 -0.20 -0.149
H 0.30 -2.01 -0.65 0.244
H -0.04 -1.32 1.18 0.312
H -1.60 -1.82 0.01 0.282
H -0.74 2.05 0.30 0.375
H 1.96 2.01 -0.31 0.435
```

As for the gap between HOMO and LUMO: 9.9 eV. As for the net charge: 0. The HOMO energy is -9.9 eV. As for the spin multiplicity: 1.

***

Version B
The following is a quantum chemistry calculation of a cluster of 2 separate species, C4H5ClO in total, from the Open Molecules 2025 dataset.

The geometry in XYZ format:
```
11
Properties=species:S:1:pos:R:3:mulliken_charge:R:1
C -1.60 -0.08 -1.90 -0.280
C -0.57 -0.71 -1.65 -0.081
C -0.27 0.37 1.66 -0.777
C 0.27 -1.69 -1.30 0.226
O 0.19 -2.13 -0.05 -0.374
Cl 1.64 -2.14 -2.21 -0.176
H -2.44 0.56 -2.08 0.400
H -1.09 0.02 1.14 0.265
H 0.65 0.30 1.10 0.248
H -0.12 0.30 2.80 0.258
H 1.00 -2.60 0.20 0.292
```

As for the gap between HOMO and LUMO (spin up / spin down): 8.6 / 7.6 eV. As for the net charge: 0. The HOMO energy (spin up / spin down) is -8.8 / -7.4 eV. As for the spin multiplicity: 1.

***

version A ends up most stable, edging out the next structure by 77.9 kcal/mol.

***

Version A
The following is a quantum chemistry calculation of a cluster of 2 separate species, C3H7NO3 in total, from the Open Molecules 2025 dataset.

The geometry in XYZ format:
```
14
Properties=species:S:1:pos:R:3:mulliken_charge:R:1
O -1.52 -1.81 -0.27 -0.147
C -0.64 -0.96 -0.20 0.819
N -0.39 -0.28 -1.37 -0.158
C 0.42 0.90 -1.56 0.094
O 0.13 1.56 -2.50 -0.325
C 0.17 -0.65 1.03 -0.984
H -1.04 -0.48 -2.13 0.297
H 1.28 1.02 -0.91 0.328
H 0.86 -1.50 1.05 0.350
H 0.73 0.27 0.99 0.364
H -0.43 -0.69 1.94 0.353
H 0.64 1.12 4.09 0.323
H 2.06 1.48 3.44 0.316
O 1.29 0.90 3.38 -0.628
```

As for the gap between HOMO and LUMO (spin up / spin down): 10.3 / 5.6 eV. As for the net charge: +1. As for the expectation value of S²: 0.7559. The HOMO energy (spin up / spin down) is -15.2 / -15.2 eV. As for the spin multiplicity: 2.

***

Version B
The following is a quantum chemistry calculation of the ion C3H7NO3 with charge +1, from the Open Molecules 2025 dataset.

The geometry in XYZ format:
```
14
Properties=species:S:1:pos:R:3:mulliken_charge:R:1
O 2.60 0.45 0.54 -0.226
C 1.59 0.16 -0.16 0.502
O 1.85 -0.13 -1.37 -0.358
C 0.13 0.24 0.32 0.255
C -0.78 -0.93 0.13 -0.635
O -2.04 -0.54 0.58 -0.557
N -0.45 1.51 -0.33 -0.574
H 2.78 -0.19 -1.70 0.415
H 0.32 0.47 1.43 0.328
H -0.43 -1.84 0.60 0.452
H -0.90 -1.16 -0.95 0.326
H -2.58 -1.27 1.22 0.392
H -1.32 1.22 -0.81 0.346
H -0.76 2.00 0.52 0.333
```

As for the gap between HOMO and LUMO (spin up / spin down): 10.5 / 5.3 eV. As for the net charge: +1. As for the expectation value of S²: 0.7582. The HOMO energy (spin up / spin down) is -15.2 / -15.1 eV. As for the spin multiplicity: 2.

***

version A ends up most stable, edging out the next structure by 31.5 kcal/mol.

***

Version A
The following is a quantum chemistry calculation of the molecule C3H3F3, from the Open Molecules 2025 dataset.

The geometry in XYZ format:
```
9
Properties=species:S:1:pos:R:3:mulliken_charge:R:1
C 0.43 -0.67 -1.83 -0.726
C 0.20 -0.66 -0.47 0.454
F -0.07 -1.77 0.28 -0.223
C -0.13 0.73 0.12 0.424
F -1.30 1.08 0.83 -0.234
F 0.89 1.11 1.01 -0.249
H 0.49 0.10 -2.70 0.184
H 0.70 -1.58 -2.36 0.271
H 0.13 1.29 -0.94 0.100
```

As for the gap between HOMO and LUMO: 11.3 eV. As for the net charge: 0. The HOMO energy is -10.9 eV. As for the spin multiplicity: 1.

***

Version B
The following is a quantum chemistry calculation of the molecule C3H3F3, from the Open Molecules 2025 dataset.

The geometry in XYZ format:
```
9
Properties=species:S:1:pos:R:3:mulliken_charge:R:1
C -0.52 0.43 0.06 -0.490
C 0.04 -0.10 1.24 -0.057
C 0.08 -0.18 -1.52 0.273
F 1.20 0.41 1.64 -0.208
F 1.35 0.11 -1.73 -0.190
F 0.08 -1.48 -1.60 -0.190
H -1.66 0.31 -0.03 0.288
H -0.27 1.51 0.07 0.274
H -0.31 -1.01 1.87 0.300
```

As for the gap between HOMO and LUMO (spin up / spin down): 8.9 / 8.0 eV. As for the net charge: 0. The HOMO energy (spin up / spin down) is -9.0 / -8.4 eV. As for the spin multiplicity: 1.

***

version A ends up most stable, edging out the next structure by 42.9 kcal/mol.

***

Version A
The following is a quantum chemistry calculation of the molecule C22H32N2O3, from the Open Molecules 2025 dataset.

The geometry in XYZ format:
```
59
Properties=species:S:1:pos:R:3:mulliken_charge:R:1
C -2.28 0.85 0.42 -1.078
N -1.19 1.68 -0.02 0.299
C -0.49 2.39 1.03 -1.643
C 0.31 1.43 1.92 -0.100
C 1.30 2.15 2.84 0.212
C 0.61 3.03 3.88 -0.622
C 1.66 3.64 4.82 -0.742
O 2.44 2.66 5.46 -0.407
C 3.13 1.86 4.53 -0.744
C 2.18 1.14 3.58 -0.434
C -0.68 1.73 -1.28 0.306
O 0.25 2.47 -1.55 -0.718
C -1.25 0.77 -2.31 0.818
C -0.93 1.21 -3.75 -0.908
C -0.32 0.07 -4.58 -0.854
C -0.99 -1.26 -4.33 0.762
O -1.42 -1.98 -5.20 -0.695
N -1.06 -1.57 -3.01 0.351
C -1.71 -2.78 -2.56 -0.717
C -0.73 -3.78 -1.92 -1.321
C -0.20 -3.30 -0.60 0.252
C 1.13 -2.91 -0.47 -0.282
C 1.60 -2.41 0.74 -0.740
C 0.74 -2.29 1.82 -0.208
C -0.58 -2.69 1.70 -0.689
C -1.04 -3.19 0.50 0.048
C -0.60 -0.60 -2.04 -0.305
H -3.04 0.73 -0.35 0.385
H -1.95 -0.15 0.74 0.255
H -2.75 1.33 1.28 0.332
H 0.19 3.09 0.54 0.363
H -1.22 2.96 1.62 0.314
H 0.86 0.75 1.27 0.130
H -0.38 0.84 2.53 0.378
H 1.95 2.78 2.22 0.258
H 0.05 3.84 3.40 0.351
H -0.08 2.42 4.47 0.316
H 1.18 4.21 5.62 0.363
H 2.31 4.32 4.24 0.388
H 3.71 1.15 5.12 0.371
H 3.82 2.49 3.94 0.375
H 2.76 0.54 2.87 0.295
H 1.54 0.47 4.16 0.291
H -2.33 0.67 -2.20 0.159
H -1.83 1.57 -4.23 0.381
H -0.22 2.04 -3.70 0.340
H -0.39 0.30 -5.64 0.352
H 0.74 -0.04 -4.33 0.365
H -2.15 -3.23 -3.46 0.492
H -2.50 -2.53 -1.85 0.351
H -1.27 -4.72 -1.78 0.421
H 0.09 -3.96 -2.62 0.367
H 1.80 -3.00 -1.31 0.393
H 2.63 -2.11 0.83 0.402
H 1.11 -1.90 2.76 0.424
H -1.25 -2.61 2.54 0.422
H -2.07 -3.51 0.41 0.411
H -0.86 -0.96 -1.04 -0.370
H 0.49 -0.49 -2.09 0.086
```

As for the gap between HOMO and LUMO: 9.6 eV. As for the net charge: 0. The HOMO energy is -9.0 eV. As for the spin multiplicity: 1.

***

Version B
The following is a quantum chemistry calculation of the molecule C22H32N2O3, from the Open Molecules 2025 dataset.

The geometry in XYZ format:
```
59
Properties=species:S:1:pos:R:3:mulliken_charge:R:1
C -1.74 -0.72 1.46 -0.784
N -0.47 -0.29 1.99 0.271
C 0.05 -1.05 3.12 -1.381
C 1.28 -1.89 2.78 -1.019
C 1.03 -3.03 1.78 0.514
C 1.12 -2.56 0.33 0.751
C 0.92 -3.75 -0.61 -0.783
O 1.88 -4.76 -0.39 -0.424
C 1.82 -5.25 0.93 -0.675
C 2.06 -4.15 1.96 -0.744
C 0.19 0.83 1.65 -0.095
O 1.22 1.16 2.22 -0.704
C -0.40 1.68 0.52 3.481
C -1.65 2.44 1.01 -0.697
C -1.46 3.95 0.92 -1.177
C -0.98 4.34 -0.47 0.668
O -1.53 5.18 -1.16 -0.690
N 0.11 3.65 -0.86 0.339
C 0.65 3.86 -2.18 -1.009
C -0.24 3.25 -3.28 -1.429
C -0.54 1.80 -3.01 0.507
C -1.82 1.40 -2.65 -0.153
C -2.10 0.08 -2.37 -0.728
C -1.09 -0.87 -2.43 -0.261
C 0.19 -0.49 -2.79 -0.466
C 0.46 0.84 -3.08 -0.364
C 0.67 2.66 0.03 -1.991
H -1.89 -0.38 0.44 0.096
H -1.78 -1.81 1.46 0.383
H -2.57 -0.35 2.07 0.296
H 0.35 -0.33 3.89 0.440
H -0.75 -1.68 3.51 0.695
H 1.64 -2.32 3.72 0.461
H 2.06 -1.23 2.41 0.344
H 0.04 -3.45 1.96 0.128
H 0.37 -1.80 0.10 -0.705
H 2.10 -2.13 0.15 0.269
H 1.04 -3.46 -1.66 0.194
H -0.09 -4.17 -0.48 0.405
H 2.60 -6.02 0.99 0.378
H 0.84 -5.72 1.11 0.339
H 1.99 -4.58 2.96 0.390
H 3.06 -3.74 1.83 0.344
H -0.65 1.03 -0.31 -1.745
H -2.51 2.16 0.39 0.365
H -1.88 2.17 2.04 0.429
H -2.39 4.47 1.13 0.464
H -0.71 4.28 1.65 0.411
H 1.65 3.43 -2.21 0.468
H 0.72 4.94 -2.35 0.464
H -1.17 3.82 -3.32 0.459
H 0.28 3.35 -4.23 0.433
H -2.61 2.14 -2.59 0.404
H -3.10 -0.22 -2.10 0.371
H -1.30 -1.91 -2.21 0.390
H 0.98 -1.22 -2.84 0.420
H 1.46 1.13 -3.37 0.482
H 1.46 2.11 -0.49 0.397
H 1.13 3.15 0.91 0.376
```

As for the gap between HOMO and LUMO: 9.6 eV. As for the net charge: 0. The HOMO energy is -9.0 eV. As for the spin multiplicity: 1.

***

version B ends up most stable, edging out the next structure by 4.0 kcal/mol.